223
Properties=species:S:1:pos:R:3 method="wB97M-V/def2-TZVPD" gap_ev="3.9 / 3.5" multiplicity=7 homo_energy_ev="-1.04 / -1.04" max_force_ev_per_a=6.61 s_squared=12.0433 relative_energy_kcal_mol=0.0 charge=-2 lumo_ev="2.83 / 2.48"
Cl -4.54 -1.45 4.45
Cl -5.67 -4.75 -0.12
Cl -3.75 5.46 -0.33
Cl 4.45 4.11 5.44
Cl -3.38 6.22 2.49
Cl 2.30 2.13 4.86
Cl -2.87 -3.54 1.74
Cl -1.83 7.58 0.55
Cl 5.04 1.64 3.98
Cl -5.72 0.23 1.69
P 1.14 4.91 2.25
O -0.12 4.58 3.03
O 1.14 5.84 1.01
O 1.69 -2.25 2.51
O 2.38 5.03 -1.89
O 4.51 3.12 0.03
O -3.53 0.90 -3.16
O 1.84 -3.18 -2.22
O 1.89 3.80 1.50
O -1.00 0.28 0.15
O -1.07 -0.19 5.25
O 2.40 5.44 2.98
N 1.51 4.59 -3.02
N -4.92 0.52 -3.40
N -0.69 0.19 6.62
N 5.30 2.00 -0.32
N 1.62 -3.50 -3.65
N 2.25 -3.63 2.68
N -0.39 1.91 2.47
C 0.01 4.43 -2.84
C -4.03 -5.11 -0.39
C -0.83 5.76 -2.71
C -3.06 -3.99 0.00
C -6.35 -1.33 2.44
C 3.77 -3.42 0.63
C -0.31 -0.54 9.03
C 2.02 4.86 -4.43
C 0.40 -4.30 -3.99
C -7.70 -0.17 -3.31
C 3.79 2.85 4.28
C -0.58 -0.96 7.56
C 4.11 -5.22 2.29
C -0.48 -0.87 -0.46
C 0.39 -5.66 -3.29
C 3.65 0.83 -1.92
C 7.32 1.07 -1.42
C 1.97 -6.14 2.66
C -2.59 2.55 1.55
C -1.02 1.81 8.59
C 3.23 -6.33 1.83
C 3.66 -2.19 -4.37
C 4.53 -3.03 2.97
C 4.50 0.77 -0.62
C -7.22 1.24 -3.89
C 0.14 -4.70 3.49
C -2.97 1.35 7.05
C -0.95 -3.52 -3.90
C -4.19 -1.89 -3.58
C -5.56 2.94 -4.09
C -1.65 0.04 1.35
C -0.65 3.62 -3.95
C -2.55 5.95 0.98
C -5.86 1.67 -3.26
C 6.38 2.33 -1.17
C 1.84 6.36 -4.83
C 3.53 0.31 0.53
C -0.29 3.61 -1.59
C 7.33 3.30 -0.50
C -5.18 -0.84 -3.02
C -1.42 1.43 7.13
C 0.51 -4.79 1.01
C 1.29 4.03 -5.46
C -1.13 0.63 9.51
C -6.19 2.11 -1.84
C 2.09 -2.91 -6.07
C -1.82 1.40 2.22
C 0.63 -1.88 7.19
C 2.15 -2.44 -4.56
C 0.81 -3.51 -6.47
C -6.54 -1.28 -3.55
C -6.22 -1.23 3.94
C -0.21 4.08 -5.33
C 1.32 -1.11 -4.50
C 3.59 -3.82 2.12
C 6.13 2.95 -2.55
C 3.43 4.32 -4.56
C 0.46 -4.67 -5.48
C 1.26 -4.77 2.43
C -1.75 -1.92 7.57
C -5.19 -1.10 -1.51
C -1.03 2.66 6.31
C 5.41 -0.44 -0.88
C 6.54 -0.13 -1.90
H 2.87 1.59 -1.87
H -2.20 2.82 0.57
H 0.49 -2.40 6.24
H -1.76 5.21 1.08
H -1.21 -1.64 -0.70
H 5.58 -3.35 2.94
H 1.50 -1.23 7.09
H -1.56 -2.84 8.13
H -1.85 -4.13 -3.80
H -2.08 -4.35 -0.29
H 0.20 1.89 1.65
H 4.30 -3.10 4.03
H -0.96 -3.03 -2.93
H -0.45 -5.62 3.48
H 8.02 1.22 -2.25
H 2.21 -6.31 3.71
H 0.35 -1.34 0.07
H -6.70 -2.04 4.50
H 0.74 -0.24 9.05
H -7.13 1.19 -4.98
H -3.46 1.40 6.08
H -3.36 0.41 7.45
H 5.90 -0.81 0.03
H -0.23 6.46 -2.13
H -0.47 -1.30 9.80
H 5.24 3.57 -2.58
H 4.02 0.11 1.48
H -7.98 1.97 -3.61
H -1.74 3.70 -3.91
H -6.46 3.17 -1.80
H 4.57 -1.97 2.72
H -1.59 2.80 5.38
H 5.08 -1.39 -1.30
H -4.84 3.55 -3.55
H 1.28 -4.68 0.24
H -4.15 -1.01 -1.20
H -1.62 2.66 8.92
H -4.47 -2.92 -3.34
H 6.16 -0.16 -2.92
H -7.37 -1.59 2.15
H 2.57 6.86 -4.18
H -2.61 -1.43 8.04
H -0.50 5.13 -5.39
H -1.11 3.60 6.87
H -3.28 -3.12 -0.62
H 2.93 -6.28 0.78
H -3.58 2.20 1.29
H 0.91 -2.68 7.87
H 4.44 -5.46 3.30
H 3.60 -7.34 2.02
H -5.77 -2.17 2.05
H -1.95 -2.28 6.56
H -3.92 -5.41 -1.43
H -2.65 -0.35 1.18
H -4.23 -1.91 -4.66
H 4.18 -3.14 -4.37
H 2.83 -3.70 -6.21
H -0.09 4.14 -0.66
H 0.87 6.78 -4.57
H 6.89 3.59 -3.00
H -0.54 -4.78 -5.90
H -0.02 2.25 8.63
H 1.47 -0.73 -3.49
H 0.07 1.39 3.20
H 4.76 -3.11 0.27
H 0.01 -0.59 -1.39
H 5.93 2.18 -3.30
H 2.98 -2.70 0.40
H -0.12 -5.65 0.81
H 0.14 2.62 -1.67
H 0.45 -4.51 4.52
H -0.01 -2.79 -6.44
H 3.72 -4.26 -0.06
H 7.63 2.88 0.46
H -0.11 -3.89 1.00
H -0.31 2.59 -3.87
H -0.82 3.60 -6.09
H -3.14 -1.72 -3.32
H 1.25 -6.87 2.29
H 0.90 -3.85 -7.50
H -1.03 -0.63 1.94
H 8.12 3.67 -1.16
H -6.60 -0.24 4.21
H -6.47 -1.50 -4.62
H 1.36 -6.16 -3.33
H 3.49 3.34 3.35
H 1.12 -5.53 -5.59
H -1.16 -2.76 -4.65
H 1.58 2.98 -5.39
H 4.11 1.11 -2.87
H 2.32 -2.13 -6.80
H -1.36 3.49 -1.45
H -8.52 -0.47 -3.95
H -2.15 0.28 9.66
H 4.06 -1.65 -5.23
H -2.79 3.43 2.17
H -0.45 2.91 2.59
H -3.82 -6.05 0.11
H 3.86 4.45 -5.55
H 2.83 -0.46 0.23
H -7.00 1.61 -1.32
H 3.50 3.29 -4.21
H -5.74 -0.39 -0.90
H -6.95 -2.13 -3.00
H -3.39 2.17 7.63
H 2.11 6.59 -5.86
H -5.48 -2.13 -1.34
H 1.56 4.44 -6.43
H -0.48 -3.82 3.33
H -5.33 2.01 -1.18
H 0.24 -1.25 -4.61
H -2.23 1.17 3.20
H 1.72 -0.55 -5.34
H 4.12 4.92 -3.95
H -1.08 6.36 -3.59
H -6.45 3.55 -4.22
H 2.99 1.22 0.82
H -5.18 2.68 -5.08
H 0.10 -5.51 -2.25
H 3.14 -0.12 -2.07
H 4.88 -5.34 1.53
H 6.81 4.18 -0.14
H -0.67 0.88 10.46
H 3.88 -1.68 -3.43
H -0.29 -6.36 -3.78
H 0.00 2.65 5.97
H -7.99 -0.17 -2.26
H 7.24 -0.96 -1.96
H 7.88 0.67 -0.58
H -1.78 5.63 -2.21

=====

20
Properties=species:S:1:pos:R:3 method="wB97M-V/def2-TZVPD" gap_ev="8.1 / 8.0" homo_energy_ev="-7.34 / -7.28" max_force_ev_per_a=5.64 relative_energy_kcal_mol=184.9 charge=0 lumo_ev="0.73 / 0.74"
O -2.23 -1.00 0.00
O 1.44 0.96 -0.96
O -1.86 1.92 0.12
N 0.11 0.48 -0.96
N 0.05 -0.85 -0.71
C -1.38 -1.26 -1.04
C -0.60 1.74 0.71
C 2.01 -0.53 0.73
C 2.42 0.39 -0.10
C 0.74 -1.28 0.52
H -1.52 -0.75 -1.92
H -0.70 1.12 1.64
H -2.01 2.61 -0.52
H 0.82 -2.35 0.41
H -1.37 -2.31 -1.32
H 0.17 2.43 0.51
H 3.35 0.77 -0.18
H -2.12 -0.09 0.24
H 2.69 -0.93 1.42
H 0.01 -1.07 1.40

=====

59
Properties=species:S:1:pos:R:3 method="wB97M-V/def2-TZVPD" gap_ev=9.9 homo_energy_ev=-9.54 max_force_ev_per_a=2.42 smiles=COC[C@H](C)N.CO.CO.CO.CO.CO.CO.CO relative_energy_kcal_mol=45.6 charge=0 lumo_ev=0.32
O 3.13 3.53 -4.48
O 1.70 -4.49 -1.36
O 4.29 0.37 6.20
O 2.21 2.16 -0.05
O -1.67 4.50 -4.98
O 1.82 6.89 0.68
O -1.99 -5.35 1.09
O -4.85 1.74 -2.74
N -2.66 -3.99 4.46
C -1.83 -4.18 3.29
C -4.98 0.37 -2.42
C 1.04 1.36 -0.05
C 3.04 0.25 5.59
C -2.86 -6.10 0.26
C -0.44 -4.98 3.52
C -2.71 -4.96 2.24
C -2.18 5.72 -5.51
C 2.98 7.54 1.22
C 2.22 -5.76 -1.68
C 3.97 4.61 -4.54
H 2.56 2.22 -0.95
H -0.70 -6.03 3.69
H 0.56 1.21 0.92
H 2.83 8.61 1.04
H 4.88 4.43 -5.12
H 3.11 7.49 2.30
H -2.94 -5.92 2.72
H -4.01 -0.12 -2.48
H -5.72 2.13 -2.67
H -3.76 -5.53 0.03
H -2.36 5.55 -6.57
H -1.42 6.47 -5.28
H -2.31 -3.27 5.08
H -2.59 -4.83 5.01
H -5.24 0.03 -1.42
H -3.13 -6.97 0.87
H -2.25 -6.43 -0.58
H 3.08 -5.63 -2.33
H 0.06 -4.68 4.44
H 2.79 1.12 4.98
H 4.52 1.30 6.28
H 3.93 7.29 0.75
H 1.44 -6.43 -2.05
H -3.59 -4.34 2.06
H 2.23 3.72 -4.23
H 2.04 6.02 0.34
H -3.12 6.13 -5.13
H -1.63 -3.19 2.90
H 4.35 5.08 -3.63
H 0.79 -4.68 -1.10
H -2.33 4.10 -4.42
H 1.41 0.38 -0.35
H 3.30 -0.49 4.83
H 0.34 1.84 -0.72
H -5.73 -0.05 -3.09
H 3.50 5.37 -5.16
H 2.36 -6.18 -0.68
H 0.21 -4.88 2.64
H 2.27 -0.03 6.31